1.
A molecular structure, C5H6AgLiO4, computed with the ωB97M-V functional and the def2-TZVPD basis.

Orbital gap (spin up / spin down)   2.70 / 2.95 eV
2S+1   3
LUMO energy (spin up / spin down)   -9.0 / -13.0 eV
Total charge   +2
Energy   -17652.054 eV
HOMO energy (spin up / spin down)   -0.4313 / -0.5868 Ha

The geometry in XYZ format:
```
17
C5H6AgLiO4 (the ωB97M-V functional and the def2-TZVPD basis)
O -3.07243 0.53073 -1.07461
C -2.45842 0.11250 -0.05525
O -2.95985 -0.53025 0.85607
O -1.08027 0.30190 -0.11832
C -0.33023 -0.14623 0.90042
C 1.06639 0.33324 0.90615
Li -4.75680 -0.31682 -0.04381
H -0.54109 -1.19016 1.16577
H 0.08163 0.77707 1.86528
H 1.62197 -0.19564 1.69146
H 1.16987 1.36109 0.54406
Ag -2.69294 1.49883 -2.81904
C 2.15993 -0.51330 -0.64930
C 3.51328 -0.30841 -0.56337
O 4.63048 -0.11938 -0.44645
H 1.72949 -0.01131 -1.52470
H 1.91898 -1.58385 -0.63436
```

=====

2.
3 unconnected molecules or ions with the total composition C16H45FN7O3P2, computed with the ωB97M-V functional and the def2-TZVPD basis.

Orbital gap   4.10 eV
LUMO energy   2.5 eV
Total charge   -1
Energy   -55187.935 eV
HOMO energy   -0.0606 Ha

The geometry in XYZ format:
```
74
C16H45FN7O3P2 (the ωB97M-V functional and the def2-TZVPD basis)
C -0.88530 2.66817 0.92845
O -0.23627 2.15246 -0.19820
C -0.17149 0.70876 -0.15098
C 0.91822 0.20019 0.79501
C 0.42393 -0.76993 1.90757
N 1.10258 -2.01620 2.01122
F 1.23344 -2.44547 0.54140
H -1.91418 2.29364 1.00807
H -0.36419 2.40464 1.85590
H -0.90946 3.75179 0.82373
H 0.02681 0.42231 -1.18116
H -1.15983 0.37141 0.17982
H 1.74616 -0.20462 0.22906
H 1.30389 1.09250 1.29690
H 0.56643 -0.28035 2.87760
H -0.69218 -0.88919 1.77474
O 3.41867 1.70811 -0.62874
P 4.39158 2.79412 -0.82848
N 3.78795 4.12226 0.01766
C 4.33367 5.45352 -0.13814
C 3.43930 3.85996 1.41019
N 4.21510 3.17463 -2.50740
C 3.22128 4.17115 -2.88981
C 4.07636 1.97329 -3.32153
N 6.08209 3.11760 -0.74980
C 6.89924 3.18287 -1.96076
C 6.74480 2.24592 0.24180
H 5.24198 5.61397 0.46047
H 3.58332 6.18052 0.18318
H 4.57876 5.67783 -1.17192
H 4.32810 3.81340 2.05705
H 2.90104 2.91711 1.49305
H 2.78478 4.64950 1.78442
H 2.24243 4.00110 -2.42487
H 3.09563 4.14897 -3.97448
H 3.55079 5.17985 -2.64899
H 3.06722 1.55109 -3.27999
H 4.77066 1.19887 -2.98982
H 4.32445 2.20977 -4.36063
H 6.89306 2.25906 -2.54805
H 7.92869 3.38488 -1.65329
H 6.58279 4.00410 -2.59467
H 6.80875 1.20558 -0.09451
H 6.19039 2.25896 1.18291
H 7.75248 2.60765 0.44984
O -6.31162 -2.43763 1.47709
P -5.28620 -3.39325 0.99408
N -3.80584 -2.86031 1.54942
C -2.54918 -3.41299 1.05953
C -3.71645 -2.60188 2.98418
N -5.29224 -3.11727 -0.71656
C -4.38377 -2.10835 -1.25451
C -6.63667 -2.92682 -1.23643
N -5.00867 -5.09004 0.88725
C -5.24377 -5.82637 -0.35374
C -5.64567 -5.80622 2.00827
H -2.28540 -4.35604 1.55254
H -1.74285 -2.70225 1.25224
H -2.56146 -3.59700 -0.01031
H -3.62772 -3.53166 3.56421
H -4.59706 -2.06146 3.32910
H -2.83981 -1.98676 3.19017
H -4.42632 -1.15787 -0.70939
H -4.64233 -1.91799 -2.29855
H -3.35466 -2.45631 -1.25923
H -7.02398 -1.91873 -1.04896
H -7.33180 -3.63658 -0.78238
H -6.63911 -3.11479 -2.31447
H -6.27717 -5.76933 -0.71280
H -5.00557 -6.87608 -0.16390
H -4.57842 -5.48000 -1.13651
H -6.73835 -5.83489 1.91941
H -5.39772 -5.31694 2.95337
H -5.27409 -6.82994 2.06307
```

=====

3.
C8H6N2O in the gas phase, computed with the ωB97M-V functional and the def2-TZVPD basis.

Orbital gap   9.59 eV
LUMO energy   0.7 eV
SMILES   c1ccc(-c2ncco2)nc1
ΔE to the lowest compared entry with this formula, charge and spin   75.1 kcal/mol
Energy   -13418.051 eV
HOMO energy   -0.3261 Ha

The geometry in XYZ format:
```
17
C8H6N2O (the ωB97M-V functional and the def2-TZVPD basis)
C 0.28561 -3.10124 0.00683
C -0.79930 -2.56215 0.62143
C -0.96796 -1.16673 0.58606
C 0.05388 -0.47078 -0.03831
C -0.06436 1.03841 -0.11260
N 0.45874 1.78845 -0.98018
C 0.09266 3.09516 -0.66561
C -0.64260 2.97964 0.58027
O -0.69098 1.64590 0.86245
N 1.13191 -1.04560 -0.59144
C 1.30182 -2.32048 -0.50796
H 0.46151 -4.32410 0.17080
H -1.66238 -3.20427 1.11337
H -1.72997 -0.57504 0.81887
H 0.53649 3.94206 -1.10705
H -1.05102 3.46269 1.21261
H 2.28020 -2.61944 -0.92747
```

=====

4.
A molecular structure, C2Cl3F3, computed with the ωB97M-V functional and the def2-TZVPD basis.

Orbital gap (spin up / spin down)   6.55 / 8.01 eV
2S+1   3
LUMO energy (spin up / spin down)   0.5 / -3.6 eV
ΔE to the lowest compared entry with this formula, charge and spin   0.0 kcal/mol
Energy   -47787.868 eV
HOMO energy (spin up / spin down)   -0.2223 / -0.4261 Ha

The geometry in XYZ format:
```
8
C2Cl3F3 (the ωB97M-V functional and the def2-TZVPD basis)
C -1.01325 -0.06377 -0.10374
C 0.97509 0.07702 0.10843
F -1.33507 -1.30370 -0.38832
F -1.37842 0.75764 -1.06605
F -1.54470 0.30863 1.04694
Cl 1.57266 -0.36762 -1.47635
Cl 1.35229 1.70098 0.55816
Cl 1.37141 -1.10919 1.32093
```

=====

Repeat the second record exactly.
3 unconnected molecules or ions with the total composition C16H45FN7O3P2, computed with the ωB97M-V functional and the def2-TZVPD basis.

Orbital gap   4.10 eV
LUMO energy   2.5 eV
Total charge   -1
Energy   -55187.935 eV
HOMO energy   -0.0606 Ha

The geometry in XYZ format:
```
74
C16H45FN7O3P2 (the ωB97M-V functional and the def2-TZVPD basis)
C -0.88530 2.66817 0.92845
O -0.23627 2.15246 -0.19820
C -0.17149 0.70876 -0.15098
C 0.91822 0.20019 0.79501
C 0.42393 -0.76993 1.90757
N 1.10258 -2.01620 2.01122
F 1.23344 -2.44547 0.54140
H -1.91418 2.29364 1.00807
H -0.36419 2.40464 1.85590
H -0.90946 3.75179 0.82373
H 0.02681 0.42231 -1.18116
H -1.15983 0.37141 0.17982
H 1.74616 -0.20462 0.22906
H 1.30389 1.09250 1.29690
H 0.56643 -0.28035 2.87760
H -0.69218 -0.88919 1.77474
O 3.41867 1.70811 -0.62874
P 4.39158 2.79412 -0.82848
N 3.78795 4.12226 0.01766
C 4.33367 5.45352 -0.13814
C 3.43930 3.85996 1.41019
N 4.21510 3.17463 -2.50740
C 3.22128 4.17115 -2.88981
C 4.07636 1.97329 -3.32153
N 6.08209 3.11760 -0.74980
C 6.89924 3.18287 -1.96076
C 6.74480 2.24592 0.24180
H 5.24198 5.61397 0.46047
H 3.58332 6.18052 0.18318
H 4.57876 5.67783 -1.17192
H 4.32810 3.81340 2.05705
H 2.90104 2.91711 1.49305
H 2.78478 4.64950 1.78442
H 2.24243 4.00110 -2.42487
H 3.09563 4.14897 -3.97448
H 3.55079 5.17985 -2.64899
H 3.06722 1.55109 -3.27999
H 4.77066 1.19887 -2.98982
H 4.32445 2.20977 -4.36063
H 6.89306 2.25906 -2.54805
H 7.92869 3.38488 -1.65329
H 6.58279 4.00410 -2.59467
H 6.80875 1.20558 -0.09451
H 6.19039 2.25896 1.18291
H 7.75248 2.60765 0.44984
O -6.31162 -2.43763 1.47709
P -5.28620 -3.39325 0.99408
N -3.80584 -2.86031 1.54942
C -2.54918 -3.41299 1.05953
C -3.71645 -2.60188 2.98418
N -5.29224 -3.11727 -0.71656
C -4.38377 -2.10835 -1.25451
C -6.63667 -2.92682 -1.23643
N -5.00867 -5.09004 0.88725
C -5.24377 -5.82637 -0.35374
C -5.64567 -5.80622 2.00827
H -2.28540 -4.35604 1.55254
H -1.74285 -2.70225 1.25224
H -2.56146 -3.59700 -0.01031
H -3.62772 -3.53166 3.56421
H -4.59706 -2.06146 3.32910
H -2.83981 -1.98676 3.19017
H -4.42632 -1.15787 -0.70939
H -4.64233 -1.91799 -2.29855
H -3.35466 -2.45631 -1.25923
H -7.02398 -1.91873 -1.04896
H -7.33180 -3.63658 -0.78238
H -6.63911 -3.11479 -2.31447
H -6.27717 -5.76933 -0.71280
H -5.00557 -6.87608 -0.16390
H -4.57842 -5.48000 -1.13651
H -6.73835 -5.83489 1.91941
H -5.39772 -5.31694 2.95337
H -5.27409 -6.82994 2.06307
```

=====

- Which of these has the highest energy?
  C8H6N2O